Density functional theory data (ωB97M-V with the def2-TZVPD basis set) for 2 unconnected molecules or ions with the total composition C2H3BrO in a non-equilibrium geometry.

Each line ends with the Mulliken charge.
Element x y z (Å)
C1 1.621 0.676 1.007  0.31
C2 -1.599 -0.461 -0.766  -0.82
O1 1.592 0.638 2.174  -0.24
Br1 3.170 0.518 -0.116  -0.07
H1 -0.637 -0.899 -0.920  0.26
H2 -2.115 -0.015 -1.589  0.27
H3 -2.033 -0.458 0.210  0.29

Atoms 1-2, force components in eV/Å:
C -0.612 -0.005 2.052
C 0.093 0.017 -0.049

orbital gap (alpha / beta)	7.28 / 9.40	eV
relative energy (zero: lowest compared OMol25 entry of this formula, charge and spin)	83.4	kcal per mole
strongest force on any atom	0.042	hartree/bohr
lowest unoccupied orbital energy (alpha / beta)	-1.7 / 0.1	eV
HOMO (alpha / beta)	-8.95 / -9.32	eV

Density functional theory data (ωB97M-V with the def2-TZVPD basis set) for C7H11N3O2 in the gas phase in a non-equilibrium geometry.

Each line ends with the Mulliken charge.
Element x y z (Å)
C1 -0.652 2.259 0.487  -0.60
C2 -0.814 0.881 0.815  0.04
C3 0.998 3.146 -1.060  0.01
C4 -0.281 -1.716 -1.357  -1.67
C5 -1.755 -1.704 0.679  -1.64
C6 0.905 -1.895 0.900  -1.44
C7 -0.329 -1.328 0.156  1.65
N1 0.267 2.777 -0.201  -0.03
N2 -0.265 0.040 0.065  -0.48
N3 2.434 3.425 -1.203  0.95
O1 2.651 4.564 -0.881  -0.52
O2 3.191 2.544 -1.563  -0.51
H1 -1.240 2.858 1.044  0.42
H2 -1.590 0.739 1.618  0.37
H3 -1.273 -1.486 -1.803  0.39
H4 0.405 -1.000 -1.795  0.43
H5 0.045 -2.790 -1.462  0.37
H6 -2.526 -0.924 0.669  0.41
H7 -2.206 -2.482 -0.014  0.36
H8 -1.512 -1.966 1.707  0.40
H9 0.803 -1.533 1.986  0.33
H10 1.022 -2.967 0.888  0.37
H11 1.720 -1.441 0.324  0.39

Atoms 1-2, force components in eV/Å:
C 0.861 -0.473 0.481
C -1.060 -0.553 -0.490

orbital gap	7.80	eV
relative energy (zero: lowest compared OMol25 entry of this formula, charge and spin)	178.6	kcal per mole
strongest force on any atom	0.073	hartree/bohr
lowest unoccupied orbital energy	-0.8	eV
HOMO	-8.62	eV

Density functional theory data (ωB97M-V with the def2-TZVPD basis set) for H4N4O2 in the gas phase in a non-equilibrium geometry.

Each line ends with the Mulliken charge.
Element x y z (Å)
N1 0.793 -1.172 -0.035  -0.63
N2 0.152 0.029 -0.188  0.17
N3 0.947 1.174 -0.179  -0.53
N4 -1.185 0.021 0.086  1.21
O1 -1.644 -1.075 0.170  -0.63
O2 -1.802 1.063 -0.028  -0.68
H1 0.444 -1.693 -0.772  0.27
H2 0.602 -1.673 0.880  0.29
H3 1.338 1.354 0.685  0.22
H4 0.354 1.972 -0.619  0.30

Atoms 1-2, force components in eV/Å:
N 1.052 0.230 2.145
N 1.427 0.395 0.571

orbital gap	10.41	eV
relative energy (zero: lowest compared OMol25 entry of this formula, charge and spin)	16.6	kcal per mole
strongest force on any atom	0.093	hartree/bohr
lowest unoccupied orbital energy	0.7	eV
HOMO	-9.74	eV
structure (SMILES)	NN(N)[N+](=O)[O-]